18
Properties=species:S:1:pos:R:3:lowdin_charge:R:1 method="wB97M-V/def2-TZVPD" total_charge=-1 multiplicity=2 gap_ev="2.5 / 9.4" mol_weight_g_mol=88.2 de_lowest_kcal_mol=12.8
C 2.428 -1.281 0.834 -0.2695
N 1.034 -1.014 0.519 -0.1473
C 0.818 0.352 0.010 -0.3475
C -0.384 0.443 -0.909 -0.2450
C -1.653 0.819 -0.150 -0.5516
N -2.826 0.687 -1.027 -0.0588
H 2.923 -1.754 -0.033 0.0598
H 3.006 -0.383 1.074 0.0524
H 2.488 -2.043 1.624 0.0493
H 0.506 -1.088 1.386 0.0202
H 1.741 0.627 -0.507 0.0927
H 0.773 1.050 0.860 0.0641
H -0.550 -0.518 -1.405 0.0994
H -0.268 1.232 -1.647 0.0896
H -1.558 1.848 0.199 0.0496
H -1.792 0.225 0.758 0.0226
H -3.057 -0.306 -1.026 0.0238
H -3.629 1.104 -0.561 -0.0039

***

97
Properties=species:S:1:pos:R:3:lowdin_charge:R:1 method="wB97M-V/def2-TZVPD" total_charge=0 gap_ev=8.3 mol_weight_g_mol=594.8 de_lowest_kcal_mol=11.5
H -4.684 -3.124 0.227 0.0543
N -3.923 -3.649 -0.214 0.1017
C -3.453 -4.404 0.678 -0.3223
C -3.926 -4.468 2.087 -0.4203
P -3.103 -3.258 3.222 0.9107
C -3.602 -1.565 2.643 -0.4027
C -2.430 -0.854 1.916 -0.2835
C -2.850 0.447 1.274 -0.2061
C -1.580 1.211 0.787 -0.1889
C -0.598 0.329 0.002 -0.2000
C -1.188 -0.464 -1.176 -0.1785
C -0.786 -1.941 -1.248 -0.1961
C 0.695 -2.227 -0.924 -0.1741
C 0.835 -3.362 0.102 -0.1990
C 2.071 -3.270 0.980 -0.1773
C 2.145 -2.005 1.809 -0.2387
O 2.651 -0.915 1.062 -0.2188
C 3.463 -0.030 1.821 -0.0883
H -2.645 -5.074 0.399 0.1060
H -3.678 -5.444 2.487 0.0597
H -5.002 -4.377 2.160 0.0772
H -1.736 -3.356 2.870 -0.0688
H -3.804 -1.005 3.546 0.0572
H -4.446 -1.596 1.964 0.0671
H -1.657 -0.622 2.643 0.1132
H -1.999 -1.556 1.217 0.0680
H -3.339 1.079 2.004 0.0754
H -3.552 0.327 0.455 0.1062
H -1.817 2.138 0.277 0.0864
H -1.067 1.506 1.701 0.1023
H -0.032 -0.281 0.693 0.0846
H 0.124 1.015 -0.429 0.1028
H -2.271 -0.425 -1.166 0.0969
H -0.885 0.011 -2.104 0.1082
H -0.972 -2.263 -2.269 0.0991
H -1.438 -2.554 -0.650 0.0580
H 1.246 -1.343 -0.637 0.0856
H 1.158 -2.588 -1.835 0.1070
H -0.041 -3.474 0.733 0.0846
H 0.912 -4.289 -0.461 0.1088
H 2.994 -3.410 0.430 0.1142
H 2.033 -4.094 1.689 0.1113
H 2.820 -2.205 2.639 0.1134
H 1.163 -1.799 2.252 0.1212
H 3.215 0.976 1.501 0.0794
H 3.310 -0.105 2.890 0.0863
H 4.501 -0.178 1.530 0.0738
C 6.278 2.983 0.075 -0.1172
C 5.048 2.738 -0.595 -0.1172
C 4.355 3.917 -0.618 -0.1370
N 5.117 4.863 0.013 0.0030
C 6.290 4.304 0.436 -0.1417
H 7.066 2.274 0.270 0.0796
H 4.713 1.802 -1.013 0.0864
H 3.390 4.164 -1.027 0.1050
H 4.853 5.822 0.146 0.1442
H 7.029 4.891 0.954 0.1053
C -1.057 4.400 -1.578 -0.1112
C -1.951 4.787 -2.612 -0.1017
C -2.704 5.826 -2.135 -0.1366
N -2.302 6.081 -0.852 0.0017
C -1.296 5.218 -0.506 -0.1601
H -0.323 3.612 -1.617 0.0890
H -2.031 4.352 -3.594 0.0930
H -3.487 6.404 -2.596 0.1067
H -2.686 6.793 -0.257 0.1426
H -0.836 5.259 0.468 0.0986
C -3.730 -4.653 -5.378 -0.1219
C -4.821 -3.784 -5.114 -0.1215
C -4.680 -3.335 -3.826 -0.1508
N -3.553 -3.898 -3.303 0.0037
C -2.966 -4.699 -4.240 -0.1488
H -3.529 -5.182 -6.295 0.0850
H -5.616 -3.519 -5.791 0.0847
H -5.285 -2.664 -3.239 0.1005
H -3.215 -3.745 -2.365 0.0846
H -2.057 -5.233 -4.020 0.1012
C -1.717 5.153 4.760 -0.1104
C -2.358 3.887 4.840 -0.1047
C -2.807 3.579 3.583 -0.1386
N -2.468 4.607 2.751 0.0099
C -1.798 5.569 3.457 -0.1497
H -1.248 5.693 5.565 0.0896
H -2.473 3.273 5.717 0.0902
H -3.339 2.725 3.206 0.0879
H -2.679 4.647 1.769 0.1178
H -1.439 6.463 2.976 0.1010
C 5.467 -2.436 -2.281 -0.1086
C 6.726 -2.351 -2.936 -0.1133
C 7.451 -1.377 -2.304 -0.1423
N 6.678 -0.870 -1.294 0.0077
C 5.470 -1.511 -1.271 -0.1364
H 4.654 -3.099 -2.524 0.0876
H 7.059 -2.938 -3.776 0.0884
H 8.444 -1.003 -2.484 0.1041
H 6.956 -0.137 -0.667 0.1276
H 4.720 -1.255 -0.540 0.0863

***

107
Properties=species:S:1:pos:R:3:lowdin_charge:R:1 method="wB97M-V/def2-TZVPD" total_charge=+1 gap_ev=5.5 mol_weight_g_mol=795.9
Sc -0.908 1.118 -1.104 1.0003
C 2.476 -0.585 5.168 -0.0348
C 0.947 -0.632 5.299 -0.5539
C 0.494 -2.094 5.384 -0.0459
C 0.544 0.069 6.598 -0.0591
C 0.345 0.045 4.066 -0.1392
C 0.333 -0.583 2.857 0.0581
C -0.167 0.088 1.711 -0.1759
N -0.271 -0.399 0.459 0.0827
C 0.097 -1.541 -0.078 -0.1530
C 1.086 -2.463 0.405 0.0609
C 1.286 -3.621 -0.257 -0.1363
C 0.438 -3.903 -1.395 0.0635
C -0.504 -3.088 -1.944 -0.0580
C -0.636 -1.790 -1.325 -0.2209
O -1.381 -0.870 -1.770 -0.0916
C -1.285 -3.585 -3.171 -0.5281
C -0.299 -3.787 -4.330 -0.0296
C -2.403 -2.659 -3.658 -0.0519
C -1.936 -4.930 -2.819 -0.0389
C 2.352 -4.642 0.111 -0.5568
C 3.176 -4.183 1.310 -0.0553
C 3.294 -4.848 -1.084 -0.0324
C 1.667 -5.971 0.461 -0.0334
C -0.737 1.397 1.815 -0.2539
O -1.248 1.934 0.743 -0.1886
C -0.722 2.062 3.074 -0.0676
C -0.172 1.371 4.125 0.0738
C -1.280 3.475 3.227 -0.5267
C -2.801 3.443 3.023 -0.0281
C -0.618 4.423 2.214 -0.0259
C -1.013 4.040 4.623 -0.0610
H 2.947 -1.055 6.032 0.0898
H 2.834 0.444 5.103 0.0923
H 2.808 -1.111 4.271 0.0813
H 0.901 -2.553 6.286 0.0891
H 0.847 -2.685 4.538 0.0686
H -0.593 -2.173 5.424 0.0955
H 0.930 -0.495 7.447 0.0893
H -0.541 0.134 6.707 0.0951
H 0.958 1.075 6.669 0.0837
H 0.669 -1.602 2.767 0.0974
H 1.719 -2.163 1.223 0.1021
H 0.593 -4.864 -1.872 0.1055
H 0.204 -2.851 -4.583 0.0746
H -0.830 -4.138 -5.216 0.0928
H 0.469 -4.525 -4.093 0.0835
H -2.030 -1.701 -4.011 0.0629
H -3.142 -2.461 -2.884 0.0916
H -2.904 -3.155 -4.492 0.0907
H -1.201 -5.681 -2.530 0.0774
H -2.477 -5.315 -3.685 0.0914
H -2.645 -4.819 -1.998 0.0964
H 3.681 -3.235 1.118 0.0920
H 3.942 -4.926 1.531 0.0928
H 2.560 -4.072 2.205 0.0844
H 3.793 -3.917 -1.355 0.0937
H 2.768 -5.220 -1.964 0.0784
H 4.060 -5.581 -0.829 0.0919
H 0.988 -5.851 1.306 0.0940
H 2.416 -6.717 0.729 0.0923
H 1.096 -6.372 -0.377 0.0785
H -0.153 1.862 5.086 0.0908
H -3.069 3.012 2.062 0.0621
H -3.207 4.456 3.076 0.0899
H -3.281 2.849 3.803 0.0937
H -0.796 4.121 1.184 0.0581
H 0.461 4.463 2.371 0.0991
H -1.012 5.432 2.357 0.0891
H -1.506 3.462 5.406 0.0886
H -1.404 5.057 4.674 0.0906
H 0.054 4.087 4.847 0.0946
F 5.192 1.753 -3.422 0.1343
C 4.403 1.366 -2.399 -0.5966
F 4.386 2.363 -1.515 0.1246
F 5.016 0.314 -1.818 0.1427
C 3.034 0.976 -2.901 -0.1044
C 2.975 0.348 -4.132 0.0194
C 1.764 -0.091 -4.657 -0.0342
C 0.637 0.118 -3.895 -0.1078
N 0.688 0.715 -2.703 -0.0628
C 1.850 1.147 -2.159 -0.6682
S 1.635 1.825 -0.583 0.7543
H 3.891 0.205 -4.690 0.1333
H 1.703 -0.575 -5.620 0.1109
H -0.345 -0.202 -4.219 0.1106
C -4.626 1.672 -3.519 0.0413
C -3.719 2.152 -2.429 -0.4522
O -2.799 1.429 -2.003 -0.0460
N -3.917 3.364 -1.921 0.1205
C -3.042 3.926 -0.895 -0.0876
C -1.758 4.443 -1.491 -0.2515
C -1.550 5.808 -1.596 -0.0059
C -0.411 6.276 -2.232 -0.0306
C 0.473 5.355 -2.758 -0.0240
C 0.205 4.008 -2.586 -0.1246
N -0.873 3.541 -1.953 0.0779
H -4.361 0.651 -3.775 0.0914
H -4.521 2.307 -4.399 0.1012
H -5.666 1.711 -3.193 0.1001
H -4.651 3.931 -2.314 0.1628
H -2.848 3.166 -0.140 0.0914
H -3.584 4.736 -0.412 0.1366
H -2.279 6.493 -1.183 0.1194
H -0.226 7.338 -2.321 0.1190
H 1.369 5.658 -3.279 0.1177
H 0.896 3.270 -2.965 0.0889